[1]
Below is a structure of composition C15H36N2O19S3V, with properties calculated with the ωB97M-V functional and the def2-TZVPD basis.

Geometry as XYZ:
```
76
Properties=species:S:1:pos:R:3:lowdin_charge:R:1
O 3.3774 4.8512 0.2764 -0.2970
V 2.9038 3.6023 1.1985 1.2455
O 4.1416 2.7553 1.6696 -0.2746
C 0.4940 -1.4836 -0.7843 -0.0285
C 0.9553 -0.0722 -0.2490 -0.7405
O 1.6320 0.7272 -0.9678 -0.1253
O 0.6172 0.3740 0.8833 -0.1165
H 0.9114 -2.2830 -0.1720 0.0553
H 0.8499 -1.6785 -1.7959 0.0491
H -0.5908 -1.5734 -0.7281 0.0577
C -0.0397 6.5897 5.2825 -0.0374
C 0.7124 5.8033 4.2394 -0.7920
O 0.1423 5.3198 3.2580 -0.0748
O 1.9567 5.5484 4.3444 -0.1160
H 0.2911 7.6165 5.4387 0.0635
H 0.0536 6.1343 6.2684 0.0692
H -1.0566 6.7409 4.9203 0.0660
O -6.5921 -1.0741 5.7521 -0.2707
S -5.3926 -0.8070 6.4595 0.6824
O -4.3397 -1.8341 6.6058 -0.3189
O -4.7029 0.5310 5.7571 -0.2414
C -3.4168 0.8397 6.1180 -0.3383
C -3.4023 2.1461 6.8438 -0.0715
C -5.7922 -0.1101 8.1741 -0.0988
H -2.7262 0.8722 5.2753 0.1376
H -2.9872 0.0519 6.7367 0.1073
H -4.1286 2.3154 7.6387 0.0676
H -3.4748 3.0271 6.2061 0.0844
H -2.4173 2.1083 7.3089 0.0836
H -6.2661 0.8588 8.0168 0.0562
H -4.9567 -0.0058 8.8662 0.0645
H -6.5849 -0.6642 8.6768 0.0558
O 5.0255 -0.0441 -6.0086 -0.2943
S 4.4064 -1.3499 -6.3056 0.7091
O 3.1044 -1.4840 -6.9188 -0.2991
O 5.4516 -2.1948 -7.3087 -0.2847
C 5.0161 -3.4207 -7.7785 -0.3258
C 4.7007 -3.2601 -9.3103 -0.0561
C 4.5564 -2.5298 -4.8368 -0.0757
H 4.1601 -3.8481 -7.2563 0.1061
H 5.8270 -4.1440 -7.6935 0.1168
H 5.6165 -2.9075 -9.7849 0.0741
H 3.9033 -2.5333 -9.4651 0.0685
H 4.3020 -4.1664 -9.7660 0.0697
H 4.4801 -1.8765 -3.9677 0.0671
H 5.5048 -3.0643 -4.8920 0.0642
H 3.7876 -3.2895 -4.9779 0.0585
O -1.5042 4.9892 -5.7327 -0.3221
S -1.5357 3.7904 -4.8595 0.6666
O -1.6606 3.8497 -3.4124 -0.2818
O -2.5493 2.7013 -5.5178 -0.2828
C -2.6474 1.4117 -4.9082 -0.2582
C -2.9078 0.3893 -6.0653 -0.0541
C 0.0431 2.9850 -5.3189 -0.1068
H -3.4655 1.3443 -4.1911 0.1222
H -1.7105 1.1753 -4.4038 0.1003
H -2.1236 0.3569 -6.8217 0.0719
H -3.8452 0.7155 -6.5157 0.0727
H -2.9976 -0.6255 -5.6776 0.0744
H 0.8713 3.6236 -5.0118 0.0770
H -0.0941 2.7500 -6.3744 0.0670
H 0.0776 1.9938 -4.8669 0.0525
C 3.6198 -1.2342 5.1543 0.0427
N 2.4051 -2.0484 4.9816 -0.4839
O 2.4263 -3.0742 4.3399 0.0629
O 1.4353 -1.5827 5.4921 0.0737
H 4.4617 -1.9213 5.0690 0.0954
H 3.5565 -0.7601 6.1337 0.0992
H 3.5602 -0.5165 4.3361 0.1093
C -2.1938 -4.9476 2.2989 0.0162
N -2.1587 -5.8874 1.2142 -0.4515
O -1.0753 -6.4369 0.9924 0.0524
O -3.2165 -6.1106 0.6614 0.0651
H -1.9495 -3.9283 1.9997 0.1117
H -1.5995 -5.2690 3.1542 0.1068
H -3.2358 -4.8476 2.6030 0.0989
```

The value obtained for the orbital gap is 4.39 eV. Its net charge is -1. The calculation puts the total energy at -116203.7021 eV. The calculation puts the LUMO energy at -0.908 eV. Its HOMO energy is -5.296 eV. The calculation puts the largest force on an atom at 4.1 eV/A.


[2]
Below is a cluster of 2 separate species, C15H37B2NO3 in total, with properties calculated with the ωB97M-V functional and the def2-TZVPD basis.

Geometry as XYZ:
```
58
Properties=species:S:1:pos:R:3:lowdin_charge:R:1
C 8.1720 2.6179 0.7245 -0.0714
C 6.6877 2.9735 0.8008 -0.2939
O 6.4116 3.4118 2.1085 -0.1561
C 5.0204 3.6129 2.3476 -0.1749
C 4.3049 4.5775 1.3930 -0.2643
O 3.4515 3.9072 0.5177 -0.1824
B 1.9967 4.3347 0.5255 -0.4698
B 1.0282 3.2679 1.4146 -0.3929
O 1.5273 2.5932 2.5795 0.0239
C -0.4833 2.8845 1.0113 -0.1885
C -0.5487 1.3599 0.9111 -0.1620
H 8.6598 3.0643 1.5829 0.0688
H 8.6409 3.0099 -0.1695 0.0626
H 8.3057 1.5442 0.8188 0.0618
H 6.0577 2.1305 0.5090 0.1192
H 6.4983 3.7549 0.0664 0.1059
H 4.4819 2.6641 2.3380 0.1121
H 4.9530 4.0108 3.3554 0.1141
H 3.7877 5.3207 2.0014 0.1022
H 5.0429 5.1326 0.8028 0.1122
H 1.8136 5.4709 0.9544 0.0520
H 1.5631 4.3328 -0.6372 0.0383
H 2.1406 1.9027 2.2753 0.0814
H -0.7178 3.3561 0.0639 0.0770
H -1.2061 3.1967 1.7667 0.0906
H -1.5282 1.0187 0.5630 0.0363
H -0.3416 0.9628 1.9020 0.0594
H 0.2335 0.9649 0.2636 0.0696
C -0.9918 -2.9491 1.2562 -0.0763
C -0.7893 -2.9197 -0.2616 -0.2148
C -1.7313 -2.0145 -1.0365 -0.1008
N -3.1979 -2.4532 -1.2050 -0.2432
C -3.4450 -3.8887 -0.8174 -0.1086
C -4.8354 -4.3840 -1.1881 -0.1618
C -5.0961 -4.2101 -2.6766 -0.1829
C -4.9302 -2.7430 -3.0411 -0.1638
C -3.5471 -2.2462 -2.6650 -0.1108
C -4.0250 -1.5368 -0.3578 0.0315
H -2.0260 -3.1073 1.5614 0.0535
H -0.3967 -3.7473 1.6972 0.0836
H -0.6661 -2.0077 1.7003 0.0829
H -0.7764 -3.9273 -0.6783 0.1030
H 0.2127 -2.5278 -0.4458 0.1281
H -1.3367 -1.8849 -2.0417 0.1283
H -1.7510 -1.0283 -0.5737 0.1114
H -2.6990 -4.4878 -1.3338 0.1374
H -3.3016 -3.9692 0.2545 0.1212
H -4.9006 -5.4368 -0.9117 0.1281
H -5.6013 -3.8674 -0.6056 0.1166
H -6.0960 -4.5585 -2.9333 0.1212
H -4.3873 -4.8178 -3.2475 0.1241
H -5.7024 -2.1413 -2.5558 0.1195
H -5.0642 -2.6045 -4.1144 0.1285
H -3.4424 -1.1802 -2.8598 0.1436
H -2.7912 -2.7845 -3.2365 0.1410
H -3.8772 -0.5198 -0.7098 0.1185
H -3.6885 -1.6289 0.6713 0.1146
H -5.0726 -1.8058 -0.4354 0.0955
```

The value obtained for the orbital gap is 4.13 eV. The calculation puts the total energy at -25137.2143 eV. The calculation puts the LUMO energy at -0.773 eV. Its HOMO energy is -4.903 eV. The calculation puts the largest force on an atom at 1.1 eV/A.


[3]
Below is a structure of composition C15H37BCrF10N4O8S2, with properties calculated with the ωB97M-V functional and the def2-TZVPD basis.

Geometry as XYZ:
```
78
Properties=species:S:1:pos:R:3:lowdin_charge:R:1
Cr -0.4243 -1.4463 -0.8795 0.8633
B 1.2595 -0.0380 0.3938 -1.5491
F 1.2686 1.3546 0.3004 0.1633
F -0.0204 -0.2865 0.7434 0.1375
F 1.3319 -0.5572 -0.8181 0.1617
F 2.0509 -0.7057 1.1905 0.2725
C -4.3372 -1.2442 -2.5770 -0.5582
F -3.3593 -0.6549 -3.3850 0.0693
F -5.5403 -0.6671 -2.6230 0.1501
F -4.5178 -2.5131 -2.9545 0.1342
S -3.7108 -1.2568 -0.7271 0.7250
O -4.7034 -0.6776 0.1414 -0.2669
O -3.5538 -2.6916 -0.4946 -0.3217
N -2.0964 -0.4556 -0.8371 -0.3971
S -2.6666 1.0822 -0.8707 0.6591
O -1.5598 1.8490 -1.5210 -0.3052
O -3.9120 1.4179 -1.5126 -0.2793
C -2.8331 1.6371 1.0120 -0.6132
F -2.3495 0.6505 1.7953 0.1126
F -2.2094 2.7748 1.1921 0.1746
F -4.1188 1.7769 1.3616 0.1344
C -0.8032 3.2362 7.1015 -0.0710
C 0.2307 2.5150 6.2401 -0.4756
C 0.8633 3.3148 5.0677 -0.1542
O 1.8894 2.5859 4.3204 -0.1943
C 1.4304 1.5474 3.4296 -0.0899
N 1.2759 2.2036 7.1461 0.0308
H -0.5914 4.2920 7.2703 0.0785
H -1.1297 2.6800 7.9803 0.0803
H -1.7419 3.2460 6.5476 0.0665
H -0.2225 1.6204 5.8129 0.1331
H 1.3644 4.1928 5.4752 0.1280
H 0.0734 3.4919 4.3377 0.1160
H 2.2404 1.2280 2.7738 0.0802
H 0.5638 1.8612 2.8478 0.0825
H 1.1614 0.5751 3.8426 0.0843
H 1.6129 3.0943 7.4824 0.0737
H 1.9333 2.0229 6.4009 0.0557
C -0.1597 -4.2373 2.3996 -0.0432
C 0.3177 -3.2793 1.2865 -0.3442
C 1.2169 -3.9120 0.2391 -0.1547
O 1.1037 -3.1091 -0.9307 -0.2516
C 2.2659 -3.3644 -1.6833 -0.0704
N -0.9722 -2.7903 0.7127 0.0104
H -0.7779 -3.7201 3.1333 0.0860
H 0.6758 -4.6205 2.9855 0.0841
H -0.7364 -5.1097 2.0926 0.0886
H 0.8974 -2.5073 1.7926 0.1380
H 0.8871 -4.8684 -0.1667 0.1410
H 2.2156 -4.0841 0.6403 0.1447
H 2.2800 -4.3617 -2.1229 0.1057
H 3.1559 -3.0977 -1.1133 0.1154
H 2.2995 -2.7295 -2.5687 0.0793
H -1.5113 -2.6277 1.5512 0.1066
H -1.3695 -3.6159 0.2879 0.0959
C 1.8996 -0.1632 -3.8537 -0.0349
C 0.5784 0.3808 -3.2844 -0.3645
C -0.1350 1.0584 -4.4873 -0.1453
O -0.2902 0.1707 -5.6736 -0.2054
C -1.2004 0.6408 -6.6720 -0.0952
N -0.2848 -0.7335 -2.9253 0.0001
H 1.8741 -1.0219 -4.5245 0.0880
H 2.4158 -0.6201 -3.0094 0.0599
H 2.4387 0.6779 -4.2897 0.0810
H 0.5392 1.0381 -2.4158 0.1250
H 0.5465 1.8396 -4.8239 0.1170
H -1.0372 1.6183 -4.2410 0.1221
H -2.2427 0.3315 -6.5935 0.0794
H -0.8702 0.1120 -7.5661 0.0857
H -1.0951 1.7254 -6.7007 0.0876
H -0.1800 -1.4175 -3.6611 0.1033
H -1.2020 -0.3777 -3.1537 0.0552
C 3.4597 2.4353 -2.0636 -0.1597
O 4.4580 1.5039 -2.3803 -0.1160
H 3.7806 3.4191 -1.7212 0.0830
H 2.8927 2.6181 -2.9764 0.0660
H 2.7706 1.9531 -1.3702 0.0678
H 4.9463 1.7903 -3.1556 0.0772
```

The value obtained for the orbital gap (spin up / spin down) is 7.57 / 8.88 eV. As for the expectation value of S²: 6.01. As for the multiplicity: 5. The calculation puts the total energy at -116438.3577 eV. The calculation puts the LUMO energy (spin up / spin down) at -0.051 / -0.155 eV. Its HOMO energy (spin up / spin down) is -7.622 / -9.037 eV. The calculation puts the largest force on an atom at 7.9 eV/A.


[4]
Below is a structure of composition C15H37Cl2GeP2S4Ti, with properties calculated with the ωB97M-V functional and the def2-TZVPD basis.

Geometry as XYZ:
```
62
Properties=species:S:1:pos:R:3:lowdin_charge:R:1
Ti 0.6636 1.2518 0.3798 -0.1830
S 0.4457 1.0520 2.7603 0.0463
S 2.4136 1.1521 3.3026 0.0453
S 3.3818 2.0891 1.7352 -0.0012
S 2.9804 0.9808 0.0520 0.1040
C -0.1237 0.9023 -3.4298 -0.2334
P 0.3908 1.9421 -2.0183 0.7761
C 1.8134 2.8361 -2.7186 -0.2607
C -0.9615 3.2053 -2.0110 -0.3973
C -2.1937 2.6589 -1.2826 -0.3733
P -1.7971 1.9684 0.3944 0.7732
C -2.3675 3.2521 1.5669 -0.2431
C -3.1175 0.7260 0.6116 -0.2371
H -0.2730 1.5443 -4.2973 0.0605
H -1.0479 0.3704 -3.2046 0.0466
H 0.6514 0.1691 -3.6492 0.0542
H 1.5148 3.3617 -3.6261 0.0633
H 2.5974 2.1149 -2.9495 0.0510
H 2.2074 3.5435 -1.9935 0.0031
H -1.2054 3.4516 -3.0464 0.0965
H -0.5874 4.1133 -1.5416 0.0382
H -2.6195 1.8337 -1.8592 0.0820
H -2.9648 3.4242 -1.1863 0.0935
H -3.3156 3.6631 1.2218 0.0593
H -1.6400 4.0489 1.6867 0.0110
H -2.5130 2.7795 2.5385 0.0557
H -4.0926 1.1968 0.4886 0.0616
H -3.0436 0.3026 1.6138 0.0557
H -3.0067 -0.0849 -0.1081 0.0426
Cl 1.4723 6.1545 -0.9563 0.5860
C 0.7892 5.6069 0.5774 -0.8787
Cl 0.9339 3.8265 0.7771 0.5339
H -0.2621 5.8707 0.5942 0.0339
H 1.3403 6.0597 1.3920 0.0445
C -0.1618 -3.6723 3.3799 -0.1193
C 1.3310 -3.9944 3.3706 -0.2626
C 2.0615 -3.5993 2.0862 -0.2719
C 2.1003 -2.0877 1.8070 -0.3375
Ge 0.6009 -1.2453 0.8025 0.7256
C 0.7969 -1.6556 -1.1748 -0.3620
C 0.8085 -3.1458 -1.5656 -0.2679
C -0.5355 -3.6587 -2.0800 -0.2654
C -1.6437 -3.6493 -1.0303 -0.1101
H -0.6532 -4.1608 4.2214 0.0738
H -0.6382 -4.0201 2.4602 0.0592
H -0.3311 -2.5986 3.4724 0.0477
H 1.4649 -5.0684 3.5169 0.1072
H 1.8097 -3.4941 4.2174 0.1089
H 1.6336 -4.1485 1.2433 0.0846
H 3.0978 -3.9338 2.1806 0.1112
H 2.9745 -1.8438 1.1994 0.0506
H 2.2218 -1.5642 2.7528 0.0189
H -0.7880 -1.7568 1.2384 -0.0368
H 1.7362 -1.1791 -1.4724 0.0341
H -0.0100 -1.1408 -1.7100 0.0202
H 1.1148 -3.7588 -0.7145 0.0805
H 1.5589 -3.3057 -2.3437 0.1091
H -0.3954 -4.6801 -2.4405 0.1093
H -0.8438 -3.0551 -2.9401 0.1035
H -1.3462 -4.2280 -0.1532 0.0702
H -2.5550 -4.0903 -1.4343 0.0743
H -1.8729 -2.6327 -0.7038 0.0348
```

The value obtained for the orbital gap (spin up / spin down) is 6.40 / 6.41 eV. The calculation puts the energy above the lowest of the compared OMol25 structures with the same formula, charge and spin at 169.4 kJ/mol. Its net charge is +1. The calculation puts the total energy at -182745.2625 eV. The calculation puts the LUMO energy (spin up / spin down) at -4.033 / -4.019 eV. Its HOMO energy (spin up / spin down) is -10.436 / -10.429 eV. The calculation puts the largest force on an atom at 2.8 eV/A.